Entry 1:
Density functional theory data (wB97M-V/def2-TZVPD) for a 12-piece molecular cluster, C56H126F30N7P5 overall in a non-equilibrium geometry.

Last column: Löwdin charge in e.
Cartesian coordinates (Å):
C -3.1570 4.5869 -5.8915  -0.066
C -1.7435 4.7236 -6.6317  -0.174
C -1.8042 5.7237 -7.8941  -0.076
N -0.5404 5.7129 -8.7987  -0.248
C 0.7026 6.2008 -8.0982  0.037
C -0.4723 4.3287 -9.5293  -0.051
C 0.2689 4.6642 -10.8442  -0.130
C 0.1338 6.1901 -11.0844  -0.180
C -0.8017 6.6752 -10.0519  -0.090
H -3.9101 4.3094 -6.6290  0.062
H -3.5576 5.4995 -5.4500  0.076
H -3.2019 3.7142 -5.2400  0.062
H -1.5178 3.7238 -7.0026  0.082
H -0.8948 4.7521 -5.9484  0.073
H -2.0193 6.7221 -7.5133  0.135
H -2.5848 5.4342 -8.5976  0.117
H 0.5078 7.1725 -7.6445  0.121
H 1.4850 6.1738 -8.8566  0.105
H 0.7959 5.4481 -7.3153  0.094
H -0.0561 3.6525 -8.7825  0.133
H -1.4792 4.1475 -9.9054  0.132
H 1.3110 4.3449 -10.8587  0.117
H -0.2772 4.2397 -11.6866  0.117
H 1.1116 6.6657 -11.0073  0.112
H -0.2541 6.4770 -12.0618  0.129
H -0.6378 7.7043 -9.7324  0.141
H -1.8055 6.4923 -10.4356  0.137
C 0.2426 -1.7552 1.6758  -0.069
C -0.4505 -0.6766 0.8217  -0.253
C 0.2121 -0.5057 -0.5255  -0.059
N -0.3490 0.7838 -1.2825  -0.160
C 0.2872 2.0933 -0.7606  0.056
C -1.9041 0.8629 -1.2354  -0.101
C -2.3179 1.7852 -2.3290  -0.174
C -1.2882 1.6401 -3.3570  -0.172
C -0.2357 0.6801 -2.7813  -0.100
H -0.3206 -2.0348 2.5661  0.068
H 1.1953 -1.2913 1.9314  0.089
H 0.4983 -2.5775 1.0076  0.056
H -0.5077 0.2726 1.3546  0.099
H -1.4630 -1.0520 0.6733  0.070
H -0.1222 -1.3754 -1.0911  0.101
H 1.2879 -0.4482 -0.3598  0.130
H 0.0691 3.0096 -1.3093  0.094
H 1.3756 2.0355 -0.7721  0.084
H -0.1093 2.2477 0.2429  0.093
H -2.2362 1.2490 -0.2717  0.132
H -2.3611 -0.1214 -1.3368  0.098
H -2.1722 2.7987 -1.9551  0.120
H -3.2824 1.6668 -2.8228  0.135
H -1.0147 2.5977 -3.8001  0.110
H -1.7250 1.0666 -4.1746  0.117
H 0.7977 0.7416 -3.1225  0.117
H -0.4811 -0.3654 -2.9678  0.104
C -1.9982 1.8292 4.3778  -0.068
C -2.7197 0.9702 5.4406  -0.223
C -4.0917 1.5643 5.9866  -0.061
N -4.8880 0.6685 7.0254  -0.202
C -5.1863 -0.6767 6.4454  -0.020
C -6.2801 1.3336 7.5120  -0.070
C -6.6335 0.8002 8.8985  -0.184
C -5.3050 0.7706 9.5719  -0.148
C -4.1979 0.5140 8.4556  -0.030
H -1.7677 2.8448 4.6994  0.095
H -2.5942 1.7168 3.4721  0.071
H -1.1333 1.2232 4.1078  0.077
H -2.0261 0.9681 6.2814  0.100
H -2.6665 -0.0855 5.1746  0.092
H -4.8509 1.7571 5.2286  0.127
H -3.8061 2.4784 6.5070  0.129
H -5.4470 -0.5858 5.3910  0.102
H -6.0033 -1.1967 6.9457  0.107
H -4.3053 -1.3143 6.3719  0.098
H -7.0077 1.0984 6.7353  0.126
H -6.2424 2.4222 7.4728  0.135
H -7.0145 -0.2211 8.9037  0.114
H -7.3978 1.4307 9.3528  0.134
H -5.3885 0.0686 10.4015  0.125
H -5.1610 1.8002 9.8992  0.119
H -3.8131 -0.4979 8.5820  0.120
H -3.3855 1.2386 8.5116  0.122
C 2.1037 -1.7144 5.4883  -0.078
C 2.7319 -2.9022 6.2771  -0.196
C 4.0718 -2.4195 7.0010  -0.054
N 4.4889 -3.3147 8.2427  -0.233
C 4.0709 -4.8105 8.0982  0.054
C 6.0067 -3.1310 8.4254  -0.112
C 6.1748 -1.9383 9.3166  -0.174
C 4.8820 -1.5558 9.9841  -0.139
C 3.9041 -2.7050 9.5760  -0.061
H 1.5416 -1.0859 6.1790  0.066
H 1.2795 -2.0398 4.8536  0.051
H 2.8222 -1.0567 4.9991  0.090
H 2.9013 -3.8395 5.7473  0.089
H 1.9623 -3.1023 7.0226  0.094
H 3.8662 -1.4249 7.3967  0.122
H 4.9413 -2.3700 6.3455  0.131
H 4.5351 -5.1802 7.1839  0.119
H 2.9847 -4.7245 8.1293  0.095
H 4.4289 -5.2330 9.0370  0.096
H 6.2378 -3.9599 9.0945  0.126
H 6.6024 -3.1275 7.5126  0.143
H 7.0435 -2.0371 9.9676  0.131
H 6.3785 -1.1633 8.5776  0.121
H 5.0511 -1.4170 11.0519  0.119
H 4.4233 -0.5976 9.7398  0.115
H 3.8975 -3.5340 10.2837  0.121
H 2.8674 -2.3906 9.4553  0.127
C 2.9671 -2.3398 -3.6029  -0.073
C 1.6803 -3.1725 -3.3479  -0.172
C 1.8190 -4.1906 -2.1104  -0.068
N 1.2481 -5.6425 -2.2687  -0.220
C -0.2508 -5.5178 -2.5723  0.030
C 1.4247 -6.4705 -0.9570  -0.122
C 1.1194 -7.8686 -1.3748  -0.150
C 1.5189 -7.9435 -2.8622  -0.172
C 2.0356 -6.5930 -3.2154  -0.079
H 3.0509 -1.4233 -3.0188  0.065
H 3.0318 -2.1523 -4.6747  0.070
H 3.8851 -2.8516 -3.3142  0.076
H 1.5362 -3.8930 -4.1531  0.086
H 0.7825 -2.6068 -3.0990  0.084
H 1.3335 -3.8087 -1.2123  0.114
H 2.8607 -4.3316 -1.8222  0.123
H -0.8417 -4.8922 -1.9033  0.087
H -0.5732 -6.5406 -2.7675  0.100
H -0.2736 -4.9909 -3.5262  0.095
H 0.7466 -6.1099 -0.1835  0.105
H 2.4041 -6.2821 -0.5172  0.137
H 0.0659 -8.1133 -1.2389  0.116
H 1.7490 -8.5672 -0.8238  0.128
H 0.7044 -8.3701 -3.4475  0.118
H 2.3625 -8.6145 -3.0235  0.120
H 1.8350 -6.1992 -4.2118  0.135
H 3.0762 -6.6211 -2.8921  0.144
C -3.8553 -2.0760 2.2789  -0.084
C -3.5182 -3.4629 1.8875  -0.235
C -4.5518 -4.4717 2.4952  -0.053
N -4.5264 -5.9438 1.8844  -0.216
C -3.0634 -6.4428 1.9196  0.037
C -5.3085 -6.9564 2.7365  -0.098
C -6.6347 -6.9714 2.0087  -0.187
C -6.3933 -6.8127 0.5470  -0.156
C -5.1858 -5.8443 0.4717  -0.065
H -4.8698 -1.7403 2.0642  0.089
H -3.0861 -1.3259 2.0952  0.071
H -3.8080 -2.2527 3.3534  0.064
H -2.4922 -3.6923 2.1754  0.106
H -3.3849 -3.6520 0.8224  0.082
H -5.6217 -4.2879 2.3973  0.129
H -4.3486 -4.7588 3.5269  0.119
H -2.8740 -7.4566 1.5668  0.113
H -2.8001 -6.3010 2.9677  0.112
H -2.5613 -5.7385 1.2563  0.083
H -4.8580 -7.9476 2.7878  0.131
H -5.3297 -6.7581 3.8081  0.133
H -7.2965 -7.8293 2.1280  0.128
H -7.2624 -6.1335 2.3122  0.118
H -6.0045 -7.7278 0.1005  0.116
H -7.3088 -6.6300 -0.0158  0.131
H -4.5606 -6.2702 -0.3130  0.131
H -5.4964 -4.8229 0.2517  0.116
C 2.3282 3.2013 -3.4490  -0.095
C 3.1482 4.1055 -4.2844  -0.234
C 3.9739 5.2529 -3.6753  -0.047
N 4.3215 6.3545 -4.6856  -0.219
C 5.6052 6.0614 -5.5740  0.062
C 4.5414 7.6709 -3.9778  -0.095
C 4.4162 8.6642 -5.0699  -0.185
C 3.2834 8.2288 -5.9137  -0.156
C 3.2294 6.7395 -5.6548  -0.131
H 1.9698 2.3005 -3.9471  0.074
H 1.4590 3.7559 -3.0955  0.056
H 2.7803 2.9449 -2.4909  0.091
H 2.4689 4.4880 -5.0463  0.083
H 3.8673 3.4365 -4.7570  0.113
H 4.9189 4.8923 -3.2692  0.148
H 3.3114 5.7536 -2.9693  0.138
H 6.3778 5.8379 -4.8383  0.105
H 5.8603 6.8760 -6.2519  0.099
H 5.5558 5.1268 -6.1328  0.103
H 5.4621 7.5650 -3.4042  0.149
H 3.7237 7.7579 -3.2623  0.137
H 5.2859 8.6848 -5.7265  0.109
H 4.2256 9.6860 -4.7416  0.140
H 3.5634 8.5406 -6.9200  0.120
H 2.3674 8.7839 -5.7114  0.129
H 3.4731 6.1201 -6.5180  0.119
H 2.2722 6.4283 -5.2365  0.101
P 1.2416 -5.3759 2.8703  0.206
F 0.9069 -4.1706 3.8904  -0.187
F 2.1628 -4.3618 2.0187  -0.142
F 2.4669 -5.6614 3.8977  -0.175
F 1.5310 -6.6615 1.9446  -0.146
F 0.2945 -6.3610 3.8611  -0.223
F -0.0956 -4.9616 2.0002  -0.195
P 4.8252 0.4768 -0.0334  0.089
F 6.3984 0.0496 0.2369  -0.187
F 5.1640 0.8275 -1.5545  -0.185
F 4.3967 -0.9759 -0.6077  -0.181
F 3.3334 1.0362 -0.3520  -0.195
F 4.4706 0.2549 1.4509  -0.106
F 5.2445 1.9784 0.4200  -0.177
P -3.3253 -2.9407 -2.3226  0.286
F -2.0817 -2.8513 -1.2478  -0.180
F -4.2395 -3.6615 -1.2545  -0.145
F -3.9079 -1.4951 -1.7545  -0.187
F -4.5102 -3.0332 -3.4829  -0.179
F -2.3800 -2.1195 -3.4238  -0.197
F -2.7344 -4.3706 -2.9858  -0.201
P 2.1406 3.2582 2.8781  0.195
F 1.4879 2.9810 4.3912  -0.215
F 3.5524 2.5913 3.3249  -0.179
F 1.4487 1.8534 2.3293  -0.205
F 3.0159 3.4288 1.5299  -0.185
F 0.8943 4.0743 2.2725  -0.173
F 2.6801 4.7135 3.3284  -0.177
P -0.3581 6.8188 -3.0612  0.178
F -1.0595 7.8382 -2.0315  -0.138
F 1.0879 7.5792 -2.9685  -0.173
F 0.0859 5.8325 -1.8785  -0.143
F 0.2816 5.7922 -4.1494  -0.202
F -1.7772 6.0328 -3.2608  -0.185
F -0.8457 7.7896 -4.3117  -0.205

Cartesian forces (eV/Å) of the 2 atoms listed first:
C 0.59 0.13 -1.49
C -1.07 -0.76 -0.77

Gap between HOMO and LUMO, eV: 8.2
Highest occupied orbital energy, eV: -11.560
Charge: +2

***

Entry 2:
Density functional theory data (wB97M-V/def2-TZVPD) for C54H108ClF4N8O14S4 as an isolated structure in a non-equilibrium geometry.

Last column: Löwdin charge in e.
Cartesian coordinates (Å):
C -4.4558 6.6888 0.7212  0.000
C -3.0271 6.9013 1.1109  -0.481
C -2.7713 6.7236 2.5328  -0.151
C -1.3473 6.9480 2.9614  -0.150
C -0.4090 5.8780 2.3462  -0.123
C -0.5440 5.7124 0.8458  -0.371
N -2.0286 6.0846 0.3376  0.056
O -2.1190 5.8869 -0.8326  0.208
C -0.1823 4.2029 0.5584  0.023
C 0.3298 6.7551 0.0822  0.006
C -2.7245 8.3660 0.6665  0.024
H -4.8461 5.6607 0.5949  0.076
H -4.6269 7.3190 -0.2113  0.113
H -5.0671 7.1229 1.5305  0.120
H -3.2499 5.8243 2.8644  0.133
H -3.2191 7.6013 3.0495  0.155
H -1.1870 6.6775 3.9917  0.120
H -1.0472 7.9889 2.8832  0.124
H -0.8230 4.9463 2.7500  0.129
H 0.6401 6.0968 2.6008  0.143
H -0.9391 3.6256 0.9428  0.032
H 0.8446 4.1428 0.7922  0.090
H -0.2593 4.1080 -0.5260  0.080
H 1.3536 6.6922 0.5053  0.110
H -0.0347 7.7804 0.2431  0.080
H 0.3968 6.5071 -0.9893  0.095
H -1.7026 8.6478 0.6705  0.063
H -3.3540 9.0329 1.1965  0.106
H -3.0972 8.4008 -0.3728  0.102
C -3.2342 2.5200 -6.2757  -0.007
C -4.2124 2.3954 -5.1215  -0.472
C -5.5593 2.1883 -5.6416  -0.131
C -5.9616 0.6983 -5.9294  -0.126
C -5.7296 -0.0499 -4.6357  -0.157
C -4.3111 -0.1104 -4.2413  -0.449
N -3.6111 1.2449 -4.2893  -0.030
O -2.6563 1.3702 -3.7806  0.268
C -3.5215 -0.9974 -5.2652  0.013
C -4.0757 -0.6433 -2.8527  -0.007
C -4.1832 3.7226 -4.3795  0.005
H -3.3356 1.6674 -6.9605  0.095
H -2.1845 2.5423 -6.0026  0.090
H -3.5035 3.3875 -6.8924  0.115
H -5.7072 2.9493 -6.4503  0.161
H -6.1684 2.4394 -4.7872  0.112
H -5.5570 0.2871 -6.8772  0.119
H -7.0880 0.7311 -6.0193  0.143
H -6.0818 -1.0593 -4.6852  0.132
H -6.3017 0.4610 -3.8227  0.138
H -3.6838 -0.6526 -6.3584  0.108
H -3.9872 -2.0022 -5.2254  0.106
H -2.4714 -1.1034 -4.9822  0.077
H -4.8011 -1.3975 -2.4999  0.124
H -4.1987 0.2192 -2.1628  0.072
H -3.0393 -0.9245 -2.6607  0.057
H -3.1654 3.8764 -4.0161  0.096
H -4.8135 3.7250 -3.4972  0.063
H -4.4830 4.4659 -5.1088  0.111
C 3.9089 2.9871 -3.5724  0.008
C 2.8394 1.8206 -3.5702  -0.382
C 3.2133 0.6599 -4.4347  -0.178
C 4.1646 -0.3539 -3.8800  -0.132
C 3.5173 -0.8979 -2.5796  -0.139
C 3.2432 0.1043 -1.4906  -0.404
N 2.5476 1.3771 -2.0531  -0.019
O 1.8284 1.9885 -1.5020  0.262
C 4.5154 0.7026 -0.8608  0.003
C 2.2994 -0.4364 -0.3886  -0.017
C 1.4476 2.3777 -4.1692  -0.003
H 3.6668 3.7583 -2.8142  0.094
H 3.9506 3.5426 -4.5577  0.122
H 4.8482 2.4798 -3.3237  0.079
H 3.6112 1.1633 -5.3520  0.146
H 2.2479 0.1905 -4.8467  0.150
H 5.1014 0.0956 -3.5693  0.110
H 4.2715 -1.1795 -4.5524  0.119
H 4.1922 -1.5778 -2.0579  0.134
H 2.6114 -1.4327 -2.8289  0.056
H 4.8773 0.0246 -0.0771  0.096
H 4.4356 1.7140 -0.3867  0.102
H 5.3239 0.8867 -1.5489  0.076
H 1.4346 -0.7901 -0.9290  -0.030
H 2.0554 0.3323 0.3769  0.093
H 2.8521 -1.2115 0.0797  0.084
H 0.6948 1.5595 -4.1462  0.089
H 1.7696 2.5597 -5.2048  0.097
H 1.2128 3.3051 -3.6523  0.078
C 3.1361 -3.1285 3.7393  -0.032
C 4.4972 -3.0293 4.3281  -0.445
C 5.5502 -2.4199 3.3290  -0.092
C 6.9324 -2.0305 3.9015  -0.127
C 6.7680 -1.1096 5.1216  -0.121
C 5.7539 -1.4937 6.2332  -0.366
N 4.4554 -2.0973 5.5257  0.063
O 3.3657 -1.8507 6.0674  0.176
C 5.4611 -0.1274 7.0036  0.019
C 6.2777 -2.4957 7.2233  -0.016
C 4.9752 -4.3517 4.9658  0.022
H 2.3846 -3.5781 4.3711  0.081
H 3.1422 -3.7797 2.8362  0.119
H 2.8041 -2.1397 3.4318  0.060
H 5.0441 -1.5777 2.7947  0.100
H 5.6481 -3.2679 2.6539  0.123
H 7.3299 -1.3340 3.1868  0.111
H 7.6210 -2.8254 4.1702  0.118
H 6.3573 -0.2569 4.6853  0.076
H 7.7161 -0.8459 5.5261  0.131
H 4.8405 0.5165 6.3912  0.070
H 6.4266 0.2646 7.1578  0.083
H 4.9319 -0.2080 7.9536  0.098
H 5.6023 -2.7226 8.0331  0.101
H 7.1437 -2.0080 7.6894  0.115
H 6.7306 -3.3852 6.7590  0.086
H 4.2663 -4.6310 5.7462  0.113
H 5.9965 -4.3818 5.2676  0.069
H 4.8633 -5.0503 4.1698  0.093
C 0.5439 -4.8940 -1.3552  -0.041
C 1.3394 -5.3720 -2.5877  -0.443
C 1.3987 -6.9045 -2.6665  -0.122
C 0.0492 -7.5063 -3.0759  -0.148
C -0.5018 -6.9806 -4.4535  -0.116
C -0.4348 -5.4559 -4.6323  -0.335
N 0.7297 -4.7410 -3.8108  -0.051
O 1.0225 -3.6984 -4.1594  0.088
C -1.6769 -4.6158 -4.0418  -0.007
C -0.1314 -5.1380 -6.1753  0.001
C 2.7642 -4.8955 -2.2521  -0.022
H 1.1075 -5.2058 -0.5206  0.078
H -0.4119 -5.3499 -1.2592  0.072
H 0.4386 -3.8096 -1.4727  -0.035
H 1.7148 -7.2000 -1.6253  0.148
H 2.2166 -7.2249 -3.2706  0.115
H -0.7142 -7.3703 -2.3206  0.103
H 0.1803 -8.5986 -3.2031  0.127
H -1.5493 -7.3084 -4.7127  0.150
H 0.2078 -7.3573 -5.2394  0.127
H -2.5563 -4.7565 -4.6539  0.090
H -1.3887 -3.5724 -4.0608  0.008
H -1.9305 -4.8433 -3.0352  0.067
H 0.9113 -5.0445 -6.3934  0.071
H -0.5844 -4.1261 -6.3294  0.091
H -0.5807 -5.9207 -6.8519  0.115
H 2.8533 -3.7910 -2.1215  0.081
H 3.4848 -5.1644 -3.0801  0.115
H 3.0677 -5.4670 -1.3766  0.093
C -1.9198 -1.5491 5.9944  0.015
C -1.9244 -2.5910 4.8744  -0.393
C -3.3225 -2.9945 4.5414  -0.144
C -4.2013 -2.0209 3.8041  -0.135
C -3.5536 -1.6666 2.4572  -0.099
C -2.1717 -0.9848 2.6698  -0.395
N -1.3510 -1.9435 3.5439  -0.003
O -0.3190 -2.1141 3.2084  0.232
C -2.3348 0.3967 3.2476  0.009
C -1.4245 -0.8465 1.2863  0.009
C -0.9963 -3.8047 5.1854  0.014
H -1.0043 -1.0123 6.0688  0.083
H -1.9183 -2.1516 6.9000  0.110
H -2.7411 -0.9145 6.0551  0.070
H -3.6863 -3.2184 5.5399  0.144
H -3.1596 -3.9243 4.0252  0.125
H -4.5279 -1.1146 4.3388  0.138
H -5.0515 -2.5920 3.5313  0.112
H -4.2253 -1.0613 1.8747  0.109
H -3.2390 -2.5668 1.8583  0.139
H -2.9856 0.9904 2.6620  0.057
H -1.3825 0.8963 3.2216  0.086
H -2.5203 0.3776 4.2865  0.069
H -1.9839 0.0434 0.8469  0.107
H -1.4447 -1.8080 0.7634  0.082
H -0.3908 -0.5089 1.3234  0.068
H -1.0122 -4.4896 4.3584  0.086
H -1.2583 -4.3018 6.0746  0.089
H 0.0533 -3.4682 5.2330  0.086
N 3.5864 0.2479 3.6648  -0.275
S 4.3348 1.4697 2.8531  0.465
O 3.5850 2.2875 2.0000  -0.269
O 5.5735 0.8927 2.3895  -0.286
F 4.6281 2.4120 4.0402  -0.141
S 2.0914 0.7168 4.1577  0.510
O 1.4114 -0.4380 4.6584  -0.318
O 1.3806 1.3791 3.0737  -0.310
F 2.2194 1.6366 5.4323  -0.145
N -5.1368 3.3639 -0.0954  -0.308
S -6.2717 2.8166 -1.1007  0.562
O -7.3425 2.1791 -0.4403  -0.221
O -5.5688 2.0903 -2.1371  -0.309
F -7.0210 4.1070 -1.6113  -0.133
S -3.9891 2.5474 0.3846  0.482
O -4.3563 1.1214 0.7192  -0.328
O -3.2279 3.2521 1.4369  -0.317
F -2.9968 2.3747 -0.7757  -0.157
Cl -0.0522 -1.8784 -2.4824  -0.050

Cartesian forces (eV/Å) of the 2 atoms listed first:
C -1.53 0.27 -1.35
C 0.29 1.01 -1.11

Gap between HOMO and LUMO, eV: 6.7
Highest occupied orbital energy, eV: -14.271
Charge: +3

***

How do the records compare in total energy? In the order shown, they have -198524.268; -165028.963 eV.